Entry 1:
A 2-piece molecular cluster, C7H15N4 overall, computed with ωB97M-V/def2-TZVPD.

**Total charge**: +1
**HOMO-LUMO gap**: 8.26 eV
**E_LUMO**: -5.8 eV
**HOMO**: -14.088 eV

Element x y z (Å)
C -2.51 0.62 0.91
C -1.37 -0.04 0.31
C 0.85 -2.06 0.60
C 1.10 -0.64 -1.45
C 2.43 -0.10 0.63
C -0.03 0.10 0.67
C 1.10 -0.61 0.08
N -3.58 0.23 0.28
N -1.88 -0.81 -0.68
N -3.14 -0.62 -0.64
N -0.20 2.76 -0.35
H -2.55 1.32 1.72
H -0.02 -2.50 0.12
H 0.72 -2.10 1.68
H 1.73 -2.64 0.34
H 0.16 -1.01 -1.84
H 1.90 -1.28 -1.80
H 1.28 0.37 -1.83
H 2.56 0.96 0.40
H 3.26 -0.65 0.20
H 2.48 -0.21 1.71
H 0.15 0.71 1.54
H -3.79 -1.09 -1.27
H 0.71 3.08 -0.66
H -0.49 3.35 0.42
H -0.86 2.88 -1.10


Entry 2:
C13H13AsBr2F6N2O4SeV as an isolated structure, computed with ωB97M-V/def2-TZVPD.

**Expectation value of S²**: 3.7976
**2S+1**: 4
**HOMO-LUMO gap (spin up / spin down)**: 8.01 / 5.55 eV
**E_LUMO (spin up / spin down)**: -1.7 / -4.2 eV
**HOMO (spin up / spin down)**: -9.696 / -9.711 eV

Element x y z (Å)
V -0.25 -1.09 0.04
C 1.99 0.93 -0.03
N 0.79 0.45 0.63
C 0.32 1.11 1.65
C -0.90 0.61 2.17
C -1.80 0.99 3.21
C -2.85 0.13 3.13
C -2.56 -0.78 2.04
N -1.40 -0.49 1.49
C 1.87 2.35 -0.54
C 2.99 3.16 -0.62
C 2.90 4.43 -1.17
C 1.69 4.89 -1.65
C 0.56 4.09 -1.57
C 0.64 2.83 -1.01
H 2.23 0.26 -0.86
H 2.83 0.88 0.68
H 0.82 1.98 2.06
H -1.65 1.80 3.90
H -3.73 0.09 3.74
H -3.18 -1.59 1.68
H 3.95 2.78 -0.28
H 3.79 5.05 -1.25
H 1.61 5.88 -2.08
H -0.39 4.44 -1.96
H -0.23 2.19 -0.98
Br -0.99 -4.65 -2.26
C -2.75 -3.90 -2.44
Br -3.16 -2.34 -1.35
H -3.45 -4.67 -2.16
H -2.86 -3.59 -3.48
O 0.90 -1.74 -1.50
Se 0.02 -0.82 -2.54
O -0.90 -1.65 -3.53
O -0.94 -0.15 -1.26
O 0.87 0.33 -3.20
F -0.83 -2.91 0.52
As 0.50 -3.52 1.62
F 1.03 -1.80 1.89
F 1.61 -3.55 0.33
F 1.67 -4.06 2.76
F -0.06 -5.11 1.32
F -0.69 -3.25 2.87


Entry 3:
C17H19Cl30FNS as an isolated structure, computed with ωB97M-V/def2-TZVPD.

**Total charge**: +1
**HOMO-LUMO gap**: 7.23 eV
**E_LUMO**: -3.1 eV
**HOMO**: -10.319 eV

Element x y z (Å)
F 0.35 -1.75 0.24
C 0.25 -0.79 1.22
C 1.60 -0.18 1.54
S 2.34 0.81 0.17
C 1.12 0.87 -1.13
C -0.04 1.57 -1.02
C -0.99 1.63 -1.99
N -0.85 0.98 -3.13
C 0.27 0.31 -3.25
C 1.30 0.19 -2.33
H -0.06 -1.34 2.12
H -0.55 -0.07 1.03
H 2.26 -0.99 1.84
H 1.44 0.51 2.37
H 2.52 2.05 0.70
H -0.22 2.13 -0.10
H -1.89 2.21 -1.77
H 0.42 -0.20 -4.19
H 2.18 -0.39 -2.53
C 6.25 1.80 1.37
Cl 6.42 2.90 0.01
Cl 6.09 2.70 2.88
Cl 4.84 0.72 1.10
H 7.13 1.18 1.44
C -1.12 -4.15 -1.40
Cl -1.03 -5.87 -1.03
Cl -0.67 -3.84 -3.07
Cl -2.74 -3.53 -1.06
H -0.42 -3.63 -0.77
C -6.17 -1.30 -1.29
Cl -7.58 -1.92 -2.15
Cl -5.60 -2.47 -0.10
Cl -4.89 -0.89 -2.44
H -6.46 -0.40 -0.77
C 3.44 0.15 5.63
Cl 3.50 -1.57 5.99
Cl 3.87 0.45 3.93
Cl 1.83 0.81 5.97
H 4.16 0.66 6.26
C 2.86 2.75 3.17
Cl 1.86 3.00 1.72
Cl 4.40 3.58 3.01
Cl 2.02 3.25 4.64
H 3.05 1.68 3.24
C -3.46 -9.13 -0.50
Cl -4.16 -9.88 -1.94
Cl -4.55 -9.29 0.88
Cl -1.88 -9.84 -0.13
H -3.32 -8.08 -0.70
C -6.72 -1.04 -5.80
Cl -5.88 -2.48 -6.39
Cl -5.96 0.42 -6.43
Cl -8.43 -1.10 -6.24
H -6.64 -1.03 -4.72
C -4.15 5.01 -1.35
Cl -4.43 6.19 -2.62
Cl -2.81 3.93 -1.77
Cl -3.73 5.77 0.18
H -5.05 4.42 -1.21
C -0.17 6.93 3.22
Cl -1.11 6.42 1.83
Cl -1.10 6.74 4.71
Cl 1.34 6.01 3.30
H 0.07 7.98 3.11
C 7.18 -2.40 -0.86
Cl 8.67 -2.51 0.07
Cl 6.21 -3.85 -0.67
Cl 6.25 -0.97 -0.37
H 7.44 -2.30 -1.91


Entry 4:
A 6-piece molecular cluster, C18H34NO15S2 overall, computed with ωB97M-V/def2-TZVPD.

**Total charge**: -1
**HOMO-LUMO gap**: 7.77 eV
**E_LUMO**: 2.5 eV
**HOMO**: -5.313 eV

Element x y z (Å)
N -0.70 -0.54 1.29
O -1.71 -1.19 1.59
O -0.22 0.29 2.10
O -0.08 -0.80 0.21
O 0.73 -2.88 3.08
C 1.46 -3.41 2.30
O 1.79 -4.72 2.44
C 2.53 -5.22 1.33
C 3.12 -3.95 0.74
C 2.11 -2.83 1.03
H 1.92 -5.77 0.60
H 3.28 -5.91 1.71
H 3.33 -4.01 -0.33
H 4.10 -3.75 1.16
H 1.28 -2.67 0.35
H 2.61 -1.90 1.26
O 3.69 -2.67 -3.56
C 2.57 -2.25 -3.53
O 1.94 -1.99 -2.37
C 0.60 -1.53 -2.54
C 0.27 -1.72 -4.03
C 1.62 -1.99 -4.69
H 0.54 -0.49 -2.24
H -0.11 -2.10 -1.94
H -0.13 -0.80 -4.47
H -0.41 -2.53 -4.25
H 2.01 -1.25 -5.38
H 1.58 -2.92 -5.27
O -5.29 0.18 -1.06
C -5.20 -1.00 -1.20
O -6.32 -1.75 -1.42
C -5.99 -3.13 -1.58
C -4.52 -3.10 -1.98
C -3.97 -1.89 -1.23
H -6.55 -3.48 -2.45
H -6.22 -3.73 -0.70
H -4.44 -2.88 -3.05
H -3.92 -4.00 -1.80
H -3.11 -1.45 -1.72
H -3.75 -2.11 -0.18
O 1.78 4.03 -2.08
S 1.84 2.64 -1.73
O 1.41 1.68 -2.73
O 3.40 2.33 -1.39
C 3.82 0.97 -1.24
C 4.05 0.65 0.24
C 1.15 2.32 -0.14
H 4.78 0.85 -1.75
H 3.07 0.29 -1.64
H 3.14 0.45 0.81
H 4.68 1.42 0.69
H 4.69 -0.24 0.33
H 0.09 2.61 -0.17
H 1.64 2.92 0.62
H 1.12 1.25 0.07
O 0.20 3.80 2.41
S -0.84 3.49 3.34
O -0.77 2.35 4.21
O -1.13 4.80 4.26
C -0.70 6.07 3.73
C -1.55 7.17 4.32
C -2.44 3.36 2.50
H -0.85 6.07 2.65
H 0.36 6.22 3.94
H -1.58 8.03 3.66
H -1.23 7.50 5.31
H -2.59 6.87 4.49
H -2.43 4.13 1.74
H -3.20 3.47 3.26
H -2.36 2.36 2.08


Number 1: DFT total energy -494.44474 Eh. Number 2: DFT total energy -12242.12438 Eh. Number 3: DFT total energy -15017.01227 Eh. Number 4: DFT total energy -2685.96240 Eh.